<A>
Molecular formula: C5H15N2O
Method: DFT, ωB97M-V/def2-TZVPD

Highest occupied orbital energy: -13.25 eV
Frontier orbital gap: 9.96 eV
SMILES string: CN(CC[NH3+])CCO

Geometry as ORCA input:
```
! RIJCOSX wB97M-V def2-TZVPD def2/J DEFGRID3
* xyz 1 1
C -1.3862 -0.1547 0.7136
N -0.0048 0.0676 0.2023
C 0.9387 0.3838 1.2671
C 0.8708 1.9113 1.5431
N 0.8672 2.4570 0.1508
C 0.5276 -0.9889 -0.6957
C -0.4430 -1.4102 -1.7593
O -1.2605 -2.4628 -1.2220
H -1.7484 -1.1246 0.4152
H -1.3898 -0.0976 1.7937
H -2.0315 0.6573 0.3772
H 1.9418 0.0819 0.9675
H 0.7349 -0.1657 2.1899
H -0.0657 2.0796 2.0458
H 1.8318 2.1671 1.9697
H 0.6750 3.4592 0.1197
H 0.2300 1.7778 -0.3583
H 1.8149 2.4215 -0.2295
H 0.8977 -1.8549 -0.1429
H 1.3846 -0.5196 -1.1879
H -1.0470 -0.6362 -2.2470
H 0.1189 -1.8387 -2.5940
H -1.8154 -2.7975 -1.9348
*
```

***

<B>
Molecular formula: C5H15N2O
Method: DFT, ωB97M-V/def2-TZVPD

Highest occupied orbital energy: -13.00 eV
Frontier orbital gap: 10.00 eV

Geometry as ORCA input:
```
! RIJCOSX wB97M-V def2-TZVPD def2/J DEFGRID3
* xyz 1 1
C 1.3352 0.1001 0.4615
O 0.8304 0.2640 -0.8907
C 2.3973 -0.9715 0.5415
C 2.9578 -1.1308 1.9528
H 1.7378 1.0508 0.8125
H 0.4815 -0.1405 1.1041
H 1.2884 1.0178 -1.2732
H 2.0171 -1.9225 0.1754
H 3.2040 -0.6822 -0.1321
H 2.1844 -1.3472 2.6787
H 3.6958 -1.9244 1.9333
H 3.4801 -0.2353 2.2770
C -2.3429 1.3294 -1.0503
C -2.6477 0.0632 -0.7868
N -1.6025 -0.9762 -0.8336
N -3.2437 2.3661 -1.1313
H -1.3338 1.5977 -1.3354
H -3.6143 -0.3324 -0.5270
H -1.8137 -1.6873 -1.5288
H -0.6427 -0.5751 -1.0329
H -1.4799 -1.3884 0.0943
H -4.0685 2.2587 -0.5530
H -2.8203 3.2659 -0.9559
*
```

***

In eV, relative to the most stable structure: <A> 0.504; <B> 0.000.

***

<A>
Molecular formula: C5H15N2O
Method: DFT, ωB97M-V/def2-TZVPD

Highest occupied orbital energy: -14.00 eV
Frontier orbital gap: 4.84 eV

Geometry as ORCA input:
```
! RIJCOSX wB97M-V def2-TZVPD def2/J DEFGRID3
* xyz 1 1
N 0.0510 -0.0729 1.6144
C -0.9881 -0.2928 0.5509
C -0.4762 -1.2729 -0.4634
C 1.0188 -1.2547 -0.9471
C 1.1880 -0.6668 -2.1866
C -2.2619 -0.7953 1.2239
N 1.8001 2.0387 0.7937
H -3.0284 -1.0293 0.4333
H 0.4160 -1.0232 1.7269
H 0.7573 0.5986 1.2934
H -1.0129 0.7423 0.1678
H -1.0748 -0.9686 -1.3686
H -0.7931 -2.2610 -0.0855
H 1.6834 -1.8366 -0.2674
H 0.3137 -0.0948 -2.5645
H 2.1612 -0.7240 -2.7186
H -2.1048 -1.7742 1.7621
H -2.6494 -0.0128 1.9983
H 1.3355 1.8508 -0.0736
H 2.8363 2.1182 0.6850
H 1.4372 2.8981 1.1298
H -0.5989 2.2583 -1.5867
O -0.0100 1.5748 -1.1175
*
```

***

<B>
Molecular formula: C5H15N2O
Method: DFT, ωB97M-V/def2-TZVPD

Highest occupied orbital energy: -13.42 eV
Frontier orbital gap: 10.43 eV

Geometry as ORCA input:
```
! RIJCOSX wB97M-V def2-TZVPD def2/J DEFGRID3
* xyz 1 1
N 0.3904 0.3179 -1.5429
C -0.3669 0.0286 -0.2009
C 0.3981 -1.0583 0.4659
C 0.2870 -1.0164 1.9566
C -0.0052 0.0562 2.6826
C -1.8473 -0.1915 -0.4335
N -2.4294 1.0899 -1.0877
H 1.0065 -0.4450 -1.9036
H -0.2236 0.7452 -2.2088
H 1.1511 1.0320 -1.2975
H -0.3659 0.9770 0.4814
H 0.0692 -2.0391 0.0738
H 1.4333 -1.0423 0.1177
H 0.1561 -2.0268 2.4419
H -0.1006 1.0571 2.3031
H 0.0243 0.0360 3.6955
H -2.4304 -0.2750 0.4570
H -1.9354 -0.8131 -1.2261
H -2.5425 1.7559 -0.3823
H -3.3438 0.8733 -1.4690
H 3.5589 0.1340 -0.2177
H 3.8937 0.2697 -1.6531
O 3.2223 0.5349 -1.0524
*
```

***

In eV, relative to the most stable structure: <A> 6.934; <B> 0.000.

***

<A>
Molecular formula: C6H12NO2
Method: DFT, ωB97M-V/def2-TZVPD

Highest occupied orbital energy: -13.70 eV
Frontier orbital gap: 9.10 eV
SMILES string: CC1(C)CCC(O)=[N+]1O

Geometry as ORCA input:
```
! RIJCOSX wB97M-V def2-TZVPD def2/J DEFGRID3
* xyz 1 1
C -1.3615 -0.3047 -1.5181
C -0.7122 -0.1654 -0.1264
C -1.6259 -0.8729 0.9419
C -0.3817 1.3281 0.2232
C 1.0771 1.5382 0.1345
C 1.6705 0.1771 0.1356
O 2.8832 -0.3347 0.3246
N 0.5491 -0.8160 -0.1160
O 0.8820 -2.0765 0.1097
H -2.3346 0.0899 -1.3505
H -1.3400 -1.3386 -1.7387
H -0.6200 0.2937 -2.1741
H -1.2564 -1.9965 0.8770
H -2.6043 -0.7451 0.6528
H -1.3120 -0.7599 1.9183
H -0.8422 1.5416 1.2802
H -0.9103 1.9340 -0.4782
H 1.5433 2.2565 0.8278
H 1.3218 2.0957 -0.9009
H 3.5697 0.2686 0.6127
H 1.8043 -2.1130 0.3645
*
```

***

<B>
Molecular formula: C6H12NO2
Method: DFT, ωB97M-V/def2-TZVPD

Highest occupied orbital energy: -12.94 eV
Frontier orbital gap: 9.73 eV

Geometry as ORCA input:
```
! RIJCOSX wB97M-V def2-TZVPD def2/J DEFGRID3
* xyz 1 1
C 3.2734 -0.8127 -0.7034
C 4.0046 0.4404 -0.0724
C -1.5420 -0.7357 -0.6370
C -2.4339 -0.9435 0.6093
C 2.5597 0.1098 0.0972
C -2.2759 0.4126 -0.0115
N -1.4996 1.4664 0.7201
O 1.4643 0.4896 0.5114
O -3.1614 1.0449 -0.8911
H 3.3027 -0.7879 -1.7180
H 3.4654 -1.7189 -0.2798
H 4.7030 0.1350 0.7562
H 4.0912 1.4189 -0.6371
H -0.4384 -0.6292 -0.7142
H -1.9218 -1.0736 -1.5045
H -3.4237 -1.5362 0.5912
H -2.0591 -1.1734 1.6355
H -1.5469 2.3770 0.1083
H -0.5379 1.1574 0.5617
H -1.5106 1.6753 1.7975
H -4.0766 1.2382 -0.5995
*
```

***

In eV, relative to the most stable structure: <A> 0.000; <B> 0.263.